120
Properties=species:S:1:pos:R:3 method="wB97M-V/def2-TZVPD" total_energy_ev=-83198.62276 de_lowest_kj_mol=694.0 largest_force_ha_per_bohr=0.0793 e_homo_ev=-10.03 gap_ev=9.720
O 4.330 -2.156 -1.345
O 2.770 2.980 -2.596
O -5.089 1.357 0.748
O -3.629 -3.774 1.875
O 0.022 -5.212 -0.618
O -4.311 -3.377 -1.785
O 1.232 3.946 -4.464
O 2.399 -1.688 1.480
O -1.893 -2.124 4.439
O 1.303 0.102 -0.214
O 1.133 2.951 5.041
O 1.659 -3.435 -3.388
O -1.581 2.595 0.300
O 3.333 3.006 2.764
O -0.298 0.027 1.822
O 2.501 0.995 -4.543
O -1.925 3.538 -2.657
O -3.870 1.211 -1.631
O 2.732 -4.136 2.016
O -0.926 1.674 4.234
O 2.619 0.229 5.833
O 0.322 -2.412 -0.719
O 4.943 -2.594 2.617
O -2.999 -0.218 1.399
O -3.957 4.185 0.700
O -3.558 2.451 3.101
O 0.108 0.806 -2.953
O -1.359 4.262 2.916
O 1.034 -0.910 -5.403
O 1.867 3.642 0.109
O 3.678 0.064 2.828
O -1.071 2.348 -5.406
O 2.122 -0.852 -2.487
O -0.987 -3.260 -4.370
O -5.054 -1.377 3.272
O -4.360 2.512 -4.069
O -2.176 -0.801 -1.206
O 3.503 -4.676 -0.873
O -0.107 -3.438 3.227
O 3.901 0.290 0.180
H -1.981 3.390 -1.699
H -0.474 3.966 3.152
H 0.780 -1.739 -1.259
H -5.182 2.090 1.339
H 2.275 0.534 -0.050
H 2.116 -0.097 -1.919
H -4.097 2.640 -4.975
H 0.648 -3.686 -3.504
H -1.159 3.111 -2.996
H 3.239 -0.326 3.542
H 2.422 1.081 5.433
H 2.146 3.357 -3.229
H 1.908 0.210 6.550
H 2.822 1.463 -5.291
H 3.595 3.729 3.316
H -2.897 -1.264 -1.613
H -0.490 -3.006 -5.169
H -0.621 -2.201 -0.880
H -1.826 1.713 -5.398
H -4.036 1.658 -3.788
H 2.517 3.377 0.745
H 2.398 -0.618 -3.367
H 1.233 3.128 4.113
H -1.159 -2.365 -4.104
H -4.809 -1.634 4.178
H -1.713 2.214 1.160
H 0.540 -3.687 3.873
H 0.905 0.989 -2.462
H 2.779 1.530 -3.792
H 2.640 -4.279 1.084
H -1.417 -2.602 3.713
H -0.330 -4.380 -0.359
H -0.483 0.521 -2.230
H 1.684 -1.437 -4.880
H -2.345 -0.940 -0.242
H 2.368 -4.941 2.352
H -4.625 0.606 -1.610
H -3.785 3.161 2.519
H -4.642 1.496 -0.104
H -1.831 2.032 3.959
H 0.252 0.408 1.021
H -0.801 2.191 -6.312
H 1.395 -0.786 0.136
H 0.430 3.454 -4.325
H -5.241 -3.640 -1.882
H 1.094 -0.137 -4.824
H -3.716 -3.604 -2.538
H -3.148 3.032 3.762
H 4.373 -0.483 2.507
H 1.978 -3.417 -4.271
H 0.414 -5.110 -1.468
H 3.681 2.121 2.981
H 5.803 -2.236 2.910
H -2.983 1.061 -1.289
H 0.479 -2.939 2.655
H 2.979 -5.447 -1.130
H -1.644 -1.217 4.430
H 4.601 -2.986 3.448
H -4.619 -0.518 3.197
H 0.863 4.832 -4.630
H 4.157 1.182 0.600
H -3.124 4.087 0.263
H -4.036 -2.995 2.204
H -0.067 -0.885 1.550
H 4.641 0.087 -0.333
H 2.250 -2.197 0.665
H 3.331 -1.461 1.432
H 1.057 4.019 0.366
H -0.648 2.395 0.057
H -3.958 0.120 1.469
H -2.711 -3.657 2.096
H 0.452 2.268 5.135
H -2.524 0.371 1.988
H -0.608 1.044 3.571
H 3.554 -2.026 -1.922
H -4.629 4.641 0.186
H 4.356 -4.933 -0.582
H 2.371 3.067 -1.739
H 3.955 -2.413 -0.456
H -1.488 5.185 2.786

***

120
Properties=species:S:1:pos:R:3 method="wB97M-V/def2-TZVPD" total_energy_ev=-83196.66576 de_lowest_kj_mol=882.8 largest_force_ha_per_bohr=0.1118 e_homo_ev=-10.28 gap_ev=9.666
O 2.351 -4.841 -1.092
O -2.094 1.792 -3.755
O 1.683 -1.774 -3.138
O 6.062 -1.581 0.573
O -0.809 2.540 -1.707
O -4.272 -2.061 1.689
O -3.904 1.745 3.354
O -4.629 4.940 0.222
O -3.113 -0.877 -1.998
O -4.879 2.234 0.886
O 0.890 -2.367 -5.870
O 4.029 2.471 -1.009
O -2.205 1.660 0.552
O 3.137 2.761 4.516
O -1.543 -0.907 2.646
O -0.302 4.614 2.009
O 3.547 -0.364 3.236
O 1.219 0.709 2.525
O 2.996 -3.017 4.645
O -3.438 -0.919 4.504
O -3.367 -4.691 -2.534
O 4.182 -0.924 -2.488
O -1.123 1.208 4.020
O 4.151 2.556 1.672
O -0.513 -0.195 -3.224
O 1.547 2.492 -0.509
O 2.507 -0.433 0.601
O 1.202 -2.979 0.490
O 4.168 0.183 -5.013
O -1.069 -3.447 -2.996
O -1.397 -1.569 -5.462
O 1.063 -4.023 2.898
O -0.706 6.111 -1.687
O 0.900 2.211 6.151
O -0.673 4.038 -4.120
O 1.887 4.806 -0.248
O -1.174 -4.518 1.112
O -5.849 -0.606 -1.660
O 3.980 -2.702 1.961
O -2.666 -2.919 -0.427
H 2.599 -1.462 -2.919
H -2.487 1.157 -3.160
H -3.935 -4.755 -3.325
H -4.221 2.421 2.746
H -3.504 2.307 4.031
H 2.633 2.135 3.991
H 4.331 -1.103 -1.532
H 3.692 -1.139 3.790
H 2.190 4.776 -1.160
H 1.245 -3.394 -0.378
H -1.580 -2.786 -3.486
H -1.394 -0.336 -2.860
H 4.692 2.683 -0.341
H -1.255 1.622 3.151
H -1.343 -5.006 0.312
H 0.136 -4.244 2.969
H 3.524 2.324 5.277
H 1.127 -2.621 -4.962
H 2.620 -0.135 3.373
H 4.205 3.358 2.203
H 0.869 0.339 3.346
H 0.155 6.003 -1.497
H -5.045 -1.801 1.178
H -1.599 3.999 -4.416
H -5.080 2.811 0.123
H 2.406 4.172 0.236
H -1.108 4.235 1.640
H 0.265 4.634 1.224
H -1.718 -3.083 -0.366
H -3.918 -0.268 5.011
H 1.343 -3.773 2.003
H -3.788 5.303 -0.059
H 5.210 -1.441 0.995
H 4.043 -3.270 1.197
H 2.620 -5.684 -1.501
H -2.109 -1.637 2.888
H 2.144 -4.462 -1.969
H -2.618 -4.981 -3.095
H -2.982 -0.668 -1.066
H -1.039 6.034 -2.576
H -1.674 2.590 -3.355
H -0.863 -2.386 -5.674
H -0.500 1.939 -2.377
H -3.000 2.189 0.768
H -2.475 0.873 1.053
H 3.627 2.715 0.872
H -0.323 -4.195 1.268
H 0.811 3.109 -0.552
H -0.711 -1.290 2.964
H 3.510 -0.259 -2.269
H -5.130 -1.238 -1.841
H -0.790 -0.743 -3.991
H -0.347 3.280 -4.615
H 0.172 2.332 5.508
H -3.833 -2.681 1.089
H 4.254 -0.526 -4.361
H -2.311 -1.806 -5.624
H 0.485 1.053 2.025
H 3.603 -3.025 2.766
H 1.160 -0.996 -3.024
H 2.908 -3.970 4.731
H -0.313 -2.876 -2.763
H 1.775 -2.242 0.740
H 1.299 1.604 -0.250
H -6.610 -1.183 -1.527
H -3.623 -0.917 3.561
H 1.197 3.117 5.939
H 2.203 -2.660 4.231
H -0.531 2.313 -0.829
H -4.500 4.234 0.840
H -2.945 -1.851 -1.973
H -5.273 1.418 0.537
H 2.494 -0.272 1.558
H -3.010 -3.776 -0.715
H 2.378 0.433 0.240
H 6.639 -0.944 1.004
H 3.640 3.142 -1.556
H -1.794 0.520 3.873
H 1.465 -1.606 -6.024
H 3.832 0.965 -4.584